# 1
Here is C35H33ClN4PdSi2 as an isolated structure at a distorted geometry from the Open Molecules 2025 dataset. Energies are from ωB97M-V/def2-TZVPD.

```
76
Properties=species:S:1:pos:R:3:forces:R:3
C 1.735563 0.267973 0.315351 0.894 0.263 -0.017
C 1.545456 -0.787503 -0.604476 -0.003 0.111 -0.649
C 0.905875 -0.247603 -1.770226 0.810 0.692 0.079
H 1.897943 -1.806128 -0.510019 -0.149 0.086 0.137
C 0.727876 1.161951 -1.544429 0.712 -0.156 -0.479
C 1.280448 1.471463 -0.273659 0.429 0.048 -0.489
H 1.427567 2.472109 0.109825 -0.159 -0.168 0.108
H 2.268084 0.186780 1.254823 -0.163 0.001 -0.037
H 0.712788 -0.759343 -2.701962 -0.062 0.011 0.035
H 0.344208 1.856400 -2.282601 0.028 -0.062 0.160
Pd -0.828730 -0.123577 -0.366375 0.669 -0.063 1.357
Si -6.927808 -0.884813 -3.143775 -0.712 -0.448 -0.493
C -7.525409 -2.633515 -3.394168 0.138 -0.178 0.556
C -8.878009 -2.996486 -3.393410 0.248 -0.528 -0.203
H -9.639168 -2.251763 -3.137711 0.176 -0.351 -0.212
C -9.232949 -4.311225 -3.728451 -0.008 0.151 0.120
H -10.286010 -4.591689 -3.765753 0.280 0.033 0.059
C -8.250157 -5.266291 -4.016845 0.002 0.303 0.006
H -8.531789 -6.290121 -4.261524 0.012 0.286 0.029
C -6.902028 -4.904488 -3.992166 -0.282 0.106 0.122
H -6.133423 -5.631806 -4.225424 -0.067 -0.070 -0.017
C -6.543346 -3.598703 -3.672492 -0.430 -0.071 -0.068
H -5.489695 -3.321680 -3.634574 -0.383 -0.036 -0.260
C -7.498449 0.055046 -4.645934 -0.501 0.726 -0.147
C -7.544199 -0.645396 -5.865914 0.266 0.274 -0.052
H -7.558306 -1.741875 -5.861356 0.108 0.451 -0.064
C -7.506437 0.047572 -7.083011 0.006 -0.181 0.302
H -7.465304 -0.514744 -8.013720 -0.057 0.139 0.148
C -7.475291 1.440509 -7.096260 0.054 -0.099 0.353
H -7.325573 1.975022 -8.034949 -0.266 -0.101 0.256
C -7.602858 2.139378 -5.890349 0.018 0.029 0.028
H -7.645158 3.226733 -5.910402 -0.030 -0.190 0.043
C -7.633551 1.460124 -4.668334 0.296 -0.435 -0.360
H -7.723873 2.001987 -3.721057 0.136 -0.052 -0.401
H -5.513628 -1.080387 -3.441240 0.799 0.201 0.358
Si -2.647246 -0.674063 -1.587478 -2.847 -0.960 -1.691
C -2.320868 0.348503 -3.133586 -0.207 -0.417 0.399
C -2.135815 -0.269566 -4.374416 0.541 0.056 -0.640
H -2.219197 -1.357673 -4.458642 0.065 0.401 -0.058
C -1.864680 0.512213 -5.505077 -0.303 -0.354 0.069
H -1.753389 0.032963 -6.476135 -0.063 0.069 0.211
C -1.796197 1.907072 -5.417087 -0.173 -0.102 0.356
H -1.682513 2.519647 -6.316046 0.175 -0.279 0.360
C -1.954454 2.515418 -4.167100 -0.309 -0.015 0.271
H -1.894844 3.599406 -4.081848 -0.082 -0.227 -0.021
C -2.239917 1.742408 -3.035575 0.465 0.739 -0.402
H -2.394081 2.232308 -2.071150 -0.014 -0.079 -0.225
C -2.566350 -2.520035 -1.902231 0.006 -0.039 0.484
C -1.285762 -3.054499 -2.078866 0.301 -0.522 -0.304
H -0.410071 -2.432933 -1.863981 -0.215 -0.245 -0.317
C -1.099163 -4.370349 -2.510223 0.139 0.193 0.042
H -0.082973 -4.737640 -2.655473 -0.281 -0.005 -0.046
C -2.204926 -5.180909 -2.783825 -0.033 0.531 0.110
H -2.069571 -6.162277 -3.241867 -0.079 0.251 0.300
C -3.483066 -4.696948 -2.475581 0.221 0.162 0.082
H -4.341309 -5.338379 -2.651052 0.028 0.149 0.170
C -3.659864 -3.398456 -1.976867 0.108 -0.055 -0.159
H -4.644726 -3.049039 -1.665153 0.181 -0.133 -0.290
H -7.159867 -0.301256 -1.783234 -0.043 0.019 -0.439
Cl -4.422529 -0.115191 -0.750972 0.105 0.077 0.258
N 0.017738 -2.000097 3.308110 -0.410 0.316 -0.883
C 0.283187 -3.189307 2.636253 -0.150 0.735 -0.095
C -0.051803 -2.988864 1.317089 -0.182 0.594 0.852
N -0.561752 -1.709953 1.198845 0.253 0.423 0.829
C -0.494947 -1.114608 2.398890 0.373 -1.646 -0.342
C -0.708442 0.312003 2.519676 -0.149 1.513 -0.678
N -0.974313 1.041221 1.416962 0.559 -0.267 0.890
C -0.791688 2.378248 1.722359 0.010 -0.669 0.776
C -0.481889 2.459441 3.059635 -0.009 -0.305 -0.523
N -0.423626 1.161517 3.538127 -0.056 -0.587 0.203
H 0.150611 -1.788649 4.288732 0.050 -0.437 -0.115
H 0.680802 -4.046522 3.143340 0.039 -0.104 0.086
H 0.066465 -3.658639 0.470887 -0.271 0.159 0.275
H -0.819130 3.164324 0.969379 -0.329 -0.300 0.401
H -0.279664 3.313420 3.677229 -0.035 0.034 0.154
H -0.211247 0.851936 4.494626 -0.187 0.603 -0.657
```
Positions in Å, forces in eV/Å.

The value obtained for the max |F| is 3.45 eV/A. The energy relative to the best compared isomer or geometry (same formula, charge and spin) comes out at 0.0 kJ/mol. Its frontier orbital gap (alpha / beta) is 6.204 / 2.569 eV. As for the multiplicity: 5. As for the total charge: +2.

# 2
Here is C31H48FN4OPSiSr as an isolated structure from the Open Molecules 2025 dataset. Energies are from ωB97M-V/def2-TZVPD.

```
88
Properties=species:S:1:pos:R:3:forces:R:3
Sr 1.499340 -0.728562 -1.019882 0.024 -0.472 0.409
C 3.853505 -3.000347 -4.679673 0.218 -0.137 0.115
Si 2.740137 -1.773611 -3.825730 0.431 -0.112 -0.515
C 2.166464 -0.555850 -5.122792 -0.155 0.271 -0.097
C 3.852825 -0.780892 -2.644286 0.592 0.008 -0.659
N 1.514107 -2.408174 -2.883705 -0.353 0.432 0.546
C 0.469845 -3.227991 -3.170349 -0.270 -0.228 -0.087
C 0.215297 -3.911893 -4.381597 -0.015 0.127 0.309
C -0.900287 -4.724584 -4.534968 0.086 0.011 -0.110
C -1.815917 -4.904692 -3.510932 -0.053 -0.020 0.020
C -1.608655 -4.249959 -2.300624 0.053 0.072 0.142
C -0.499888 -3.454740 -2.172632 0.245 0.029 -0.354
F -0.271044 -2.787028 -0.986632 -0.264 0.005 0.094
H 4.657674 -2.486293 -5.212256 0.003 -0.029 -0.019
H 3.316852 -3.622202 -5.397256 -0.028 0.009 -0.008
H 4.307653 -3.664319 -3.939455 0.028 -0.036 -0.061
H 2.989824 0.048983 -5.511484 0.010 -0.009 0.008
H 1.423715 0.125621 -4.693527 0.014 0.051 -0.074
H 1.692305 -1.046999 -5.974913 -0.023 -0.050 0.027
H 4.778942 -0.654908 -3.219271 -0.044 -0.060 -0.050
H 4.189975 -1.280353 -1.736017 -0.174 0.008 0.046
H 3.609696 0.262262 -2.427251 -0.225 0.090 0.203
H 0.913378 -3.792470 -5.200669 0.011 0.005 -0.018
H -1.055800 -5.228373 -5.481274 0.011 0.002 0.002
H -2.679286 -5.541630 -3.644171 0.003 0.006 0.004
H -2.292951 -4.352115 -1.467894 -0.001 -0.019 -0.018
N 1.576894 -3.714547 2.387899 0.039 -0.061 -0.135
C 2.080471 -2.658506 1.704681 -0.189 0.226 0.226
O 1.302484 -1.888930 1.076089 -0.154 -0.250 0.101
C 3.475508 -2.383873 1.764018 -0.004 -0.070 -0.134
C 3.810256 -1.220637 1.058906 0.085 -0.066 0.098
N 3.864411 -0.250881 0.424732 0.050 0.036 0.010
C 4.379259 -3.234594 2.434854 0.099 0.271 0.074
N 5.064527 -3.942817 3.034948 -0.017 -0.103 -0.058
H 0.643352 -4.002267 2.148499 -0.001 0.032 0.001
H 2.207289 -4.413627 2.746526 -0.012 0.026 0.031
C -1.871343 5.384461 -0.167990 0.004 -0.009 -0.022
C -0.490538 4.963064 -0.655475 -0.001 -0.014 0.024
C 0.021176 3.766185 0.162274 -0.032 -0.025 -0.041
C -1.119847 2.807000 0.582536 -0.017 -0.007 -0.012
C -2.246138 2.877520 -0.453052 -0.055 -0.028 0.038
C -2.891884 4.271960 -0.456416 0.041 0.030 -0.034
P -0.476149 1.084020 0.819871 -0.016 0.132 0.000
C 0.335885 1.110235 2.489838 -0.105 0.012 -0.012
C 1.772297 1.647118 2.406669 0.048 -0.092 0.050
C 2.364700 1.736899 3.810204 -0.001 -0.011 -0.031
C 1.646069 2.811132 4.645080 -0.011 0.017 0.013
C 0.227377 3.073038 4.126388 0.014 0.004 -0.027
C -0.442006 1.785347 3.652065 0.015 -0.007 -0.028
C -1.950421 -0.007966 1.096202 -0.011 0.094 -0.009
C -2.549955 -0.539559 -0.213412 -0.023 -0.055 0.003
C -3.445210 -1.755709 0.067656 0.066 0.027 -0.018
C -4.233554 -1.592466 1.378837 -0.013 0.024 0.020
C -4.427429 -0.114131 1.696708 0.023 -0.019 0.035
C -3.071825 0.534623 2.011781 -0.053 -0.004 -0.014
H -2.185589 6.317939 -0.636659 0.001 -0.002 -0.004
H -1.820634 5.582739 0.906855 0.000 -0.012 0.009
H 0.221074 5.786483 -0.582222 0.009 0.004 0.002
H -0.549411 4.700900 -1.715852 -0.007 -0.009 0.000
H 0.533424 4.134297 1.051803 -0.005 0.007 0.039
H 0.772194 3.220674 -0.418748 0.005 0.011 0.001
H -1.531689 3.149501 1.538226 0.026 -0.017 0.009
H -3.020857 2.136140 -0.255477 0.084 0.058 0.003
H -1.834708 2.638848 -1.439192 -0.013 0.010 -0.022
H -3.691975 4.303900 0.286609 -0.005 -0.010 0.011
H -3.364700 4.438067 -1.427044 0.002 0.024 0.003
H 0.418751 0.038982 2.706462 0.037 0.006 -0.010
H 1.808687 2.631631 1.936017 -0.033 0.048 -0.022
H 2.377541 0.986995 1.789236 0.002 -0.011 -0.027
H 3.434339 1.943164 3.755793 0.003 0.002 0.016
H 2.264708 0.756048 4.285630 -0.001 0.008 -0.001
H 2.214391 3.743617 4.627570 0.002 0.002 -0.001
H 1.602198 2.497225 5.690559 -0.003 0.002 -0.003
H 0.259974 3.789389 3.299074 -0.003 -0.024 -0.003
H -0.380246 3.540115 4.903822 0.004 0.006 0.007
H -1.473221 1.994495 3.375782 -0.004 0.014 0.005
H -0.493775 1.086869 4.493271 0.004 0.008 -0.005
H -1.478775 -0.869889 1.586506 -0.027 -0.016 -0.003
H -1.763128 -0.822524 -0.913502 0.038 -0.051 -0.052
H -3.130378 0.237614 -0.713892 0.023 -0.032 0.041
H -2.821798 -2.651024 0.113264 -0.020 0.000 0.014
H -4.132545 -1.890616 -0.770203 0.003 -0.019 -0.006
H -3.689921 -2.056188 2.207900 0.005 -0.007 -0.007
H -5.191401 -2.109850 1.312948 -0.003 -0.002 -0.005
H -5.102410 0.026924 2.542615 -0.006 -0.019 0.001
H -4.898489 0.379576 0.841324 0.004 0.020 -0.003
H -2.811077 0.325349 3.050350 -0.026 -0.014 0.014
H -3.163918 1.621637 1.929499 0.012 -0.047 -0.010
```
Positions in Å, forces in eV/Å.

The value obtained for the max |F| is 0.89 eV/A. The energy relative to the best compared isomer or geometry (same formula, charge and spin) comes out at 0.0 kJ/mol. Its frontier orbital gap is 7.025 eV. As for the multiplicity: 1. As for the total charge: 0.

# 3
Here is C9H11Cl2CrNO2 as an isolated structure at a distorted geometry from the Open Molecules 2025 dataset. Energies are from ωB97M-V/def2-TZVPD.

```
26
Properties=species:S:1:pos:R:3:forces:R:3
C -0.866515 1.055433 -1.827401 0.845 0.592 -0.331
C 0.541774 0.912638 -2.150219 -0.620 1.309 0.036
C 1.282837 1.783837 -1.256432 -1.022 0.242 -0.493
C 0.335296 2.448337 -0.406191 -0.301 -0.237 -1.423
C -0.981461 1.988661 -0.734247 1.172 0.162 -0.751
Cr 0.246955 0.087682 -0.190910 0.886 0.594 0.935
N -1.090153 -1.066189 0.335944 -1.487 -0.739 0.447
C -0.379576 -2.303129 0.103110 -0.126 -0.225 0.064
C 0.941330 -1.809254 -0.513201 -0.188 -0.203 -0.143
H 2.354443 1.983677 -1.277690 -0.383 -0.282 0.087
H 0.964849 0.338390 -2.973033 -0.188 0.044 0.407
H 0.566687 3.244702 0.292044 -0.039 -0.581 0.023
H -1.899330 2.380015 -0.302777 0.232 -0.370 0.011
H -1.702044 0.609252 -2.370745 0.435 -0.046 0.403
H 1.027416 -2.070861 -1.573479 0.160 -0.156 0.160
H -0.919631 -2.961779 -0.595678 -0.045 -0.182 0.034
H -1.985288 -1.111503 0.812904 0.422 0.072 -0.119
H 1.804121 -2.138157 0.073587 0.052 0.220 -0.263
H -0.219865 -2.865033 1.038151 0.119 -0.102 -0.082
Cl 0.791003 -1.020007 4.211247 0.299 0.105 0.269
C 1.349715 0.640969 3.895408 -0.507 -0.018 -0.730
Cl 3.083768 0.892872 4.118209 0.358 -0.222 0.374
C 1.037724 1.032836 2.423664 -0.391 0.247 -0.510
O 0.591940 2.184189 2.321952 0.276 -0.884 0.204
O 1.272841 0.151705 1.518036 -0.190 0.951 1.567
H 0.814761 1.321617 4.562347 0.232 -0.291 -0.175
```
Positions in Å, forces in eV/Å.

The value obtained for the max |F| is 1.84 eV/A. Its frontier orbital gap (alpha / beta) is 6.142 / 7.022 eV. As for the multiplicity: 4. As for the total charge: -1.

Q: What is the multiplicity in the third record?
A: 4

Q: Which value of total charge does entry 2 give?
A: 0

Q: Which of these has the highest multiplicity?
A: C35H33ClN4PdSi2